1.
Below is a cluster of 9 separate species, C27H55Br18N2O in total, with properties calculated with wB97M-V/def2-TZVPD.

```
103
Properties=species:S:1:pos:R:3:forces:R:3
C 4.1705 2.8518 -3.7657 -0.084 -0.034 0.193
C 4.6481 2.0344 -2.5548 0.088 0.180 -0.076
C 3.7919 2.2696 -1.2878 0.039 -0.130 -0.080
C 2.7952 1.1168 -1.0208 0.120 0.254 -0.387
N 1.4336 1.5670 -0.6604 0.263 -0.971 0.759
C 1.1491 1.9482 0.6772 -0.367 0.677 -0.595
C 1.9409 3.1042 1.3256 -0.399 0.417 0.035
C 2.1111 2.7714 2.8331 0.024 0.173 -0.085
C 3.5604 2.5513 3.3519 -0.233 0.107 0.204
Br 4.6816 1.6998 2.0151 0.132 -0.293 0.376
C 3.6975 1.8998 4.7518 0.157 0.305 0.070
C 4.9724 2.3741 5.4647 -0.030 -0.113 -0.045
Br 3.6659 -0.0665 4.7894 -0.054 0.107 -0.224
C 1.1710 1.5801 3.0755 -0.082 -0.236 0.107
O -0.1903 1.8967 3.2512 0.424 -0.284 -0.374
N 1.1779 0.8347 1.7791 -0.076 0.214 -0.002
H 4.7046 2.5800 -4.6819 -0.060 0.046 0.176
H 4.3451 3.9187 -3.5739 -0.023 -0.181 -0.093
H 3.0952 2.7168 -3.9442 0.176 -0.021 0.034
H 4.6579 0.9674 -2.8135 0.024 0.141 0.105
H 5.6880 2.3108 -2.3362 -0.185 -0.113 -0.103
H 3.2176 3.2010 -1.4003 0.117 -0.185 -0.006
H 4.4634 2.4002 -0.4291 -0.321 0.025 -0.343
H 2.6680 0.5596 -1.9596 -0.029 0.112 0.253
H 3.2008 0.3967 -0.2914 0.022 0.127 -0.091
H 0.7898 0.8172 -0.9289 0.004 0.670 -0.194
H 0.0896 2.2395 0.6900 0.256 -0.246 0.101
H 2.8596 3.3967 0.8129 -0.108 -0.400 0.136
H 1.2789 3.9764 1.2497 0.273 -0.115 -0.082
H 1.7351 3.6545 3.3726 0.045 -0.425 0.244
H 4.0167 3.5401 3.4701 -0.133 -0.139 -0.134
H 2.8072 2.1801 5.3271 0.186 -0.053 -0.036
H 5.3096 1.6606 6.2244 -0.224 0.306 -0.260
H 4.7871 3.3294 5.9698 0.038 -0.080 -0.209
H 5.7871 2.4957 4.7414 -0.123 -0.031 0.147
H 1.5141 0.8925 3.8510 -0.095 0.132 -0.048
H -0.2741 2.7079 3.7435 -0.103 0.470 0.314
H 1.9914 0.2186 1.7261 0.065 0.007 -0.151
H 0.3102 0.2986 1.6974 0.195 -0.288 0.031
Br 9.6913 1.5056 8.3215 -0.034 0.011 -0.013
C 8.2340 1.5596 9.6016 0.052 0.009 -0.030
C 7.4383 0.2813 9.6117 -0.026 -0.006 -0.025
Br 6.3205 0.1080 8.0258 0.064 -0.151 0.131
H 7.6218 2.4163 9.3376 -0.012 0.006 0.052
H 8.6895 1.7219 10.5758 0.008 -0.021 -0.005
H 6.7585 0.2621 10.4602 -0.014 0.018 -0.019
H 8.0741 -0.5980 9.6292 0.004 0.007 0.024
Br -0.6472 -1.2455 -0.6050 0.035 -0.055 0.087
C -1.9388 -2.6933 -0.8606 -0.125 0.030 0.053
C -1.7366 -3.8164 0.1178 0.052 -0.042 0.004
Br -0.1584 -4.8678 -0.3000 0.002 0.026 0.010
H -1.8075 -3.0111 -1.8913 -0.002 -0.017 0.002
H -2.9188 -2.2384 -0.7329 0.051 0.000 0.030
H -2.5867 -4.4942 0.0733 -0.010 0.013 -0.029
H -1.6157 -3.4589 1.1356 -0.048 0.003 0.002
Br -5.3474 -3.9017 -1.1071 0.008 0.003 0.081
C -5.1509 -5.4157 -2.3140 -0.021 0.083 -0.100
C -6.0474 -6.5611 -1.9306 0.049 -0.044 0.067
Br -5.3781 -7.4827 -0.3575 -0.018 0.026 0.002
H -4.1053 -5.7032 -2.2845 0.059 -0.020 -0.032
H -5.4005 -5.0399 -3.3037 -0.048 -0.005 -0.004
H -6.0655 -7.2967 -2.7304 0.001 -0.020 -0.019
H -7.0569 -6.2335 -1.7027 -0.002 -0.015 -0.029
Br -0.4603 -0.1937 -4.4873 0.037 0.104 0.053
C -2.2883 -0.7941 -4.1936 0.163 -0.035 0.018
C -2.6276 -1.9305 -5.1229 0.021 -0.021 -0.009
Br -2.9083 -1.3204 -6.9420 -0.021 0.015 -0.011
H -2.9282 0.0720 -4.3206 -0.019 -0.016 -0.030
H -2.3321 -1.1185 -3.1556 -0.031 0.018 -0.041
H -3.5567 -2.4109 -4.8206 0.013 0.030 0.041
H -1.8154 -2.6549 -5.1693 -0.141 -0.008 0.018
Br 2.9777 6.4102 -0.7959 0.004 -0.028 -0.002
C 2.3870 6.3385 -2.6492 0.012 0.024 0.006
C 0.8919 6.2119 -2.7663 -0.041 -0.016 0.090
Br 0.3029 4.4382 -2.2349 0.000 -0.030 0.006
H 2.8945 5.4892 -3.0930 0.015 0.009 -0.057
H 2.7329 7.2588 -3.1140 -0.012 0.020 0.048
H 0.5828 6.3469 -3.8002 0.008 -0.042 -0.002
H 0.3649 6.9161 -2.1304 0.019 0.045 -0.037
Br -5.3504 -1.9744 2.3766 0.036 -0.020 -0.074
C -5.3517 -0.2854 3.3395 0.016 -0.011 -0.026
C -6.0937 -0.3850 4.6474 -0.067 0.002 0.005
Br -8.0133 -0.4606 4.3888 0.015 -0.027 -0.005
H -5.7987 0.4480 2.6753 0.016 0.014 0.009
H -4.3065 -0.0382 3.5128 -0.005 -0.013 0.023
H -5.9045 0.4989 5.2527 0.007 0.002 -0.016
H -5.8171 -1.2758 5.2030 0.027 0.023 0.018
Br -8.3155 -1.0879 -5.6602 0.000 0.003 0.032
C -7.4811 0.5232 -4.9724 -0.033 -0.058 -0.046
C -6.0069 0.3303 -4.7333 0.046 0.010 0.040
Br -5.6754 -0.7674 -3.1550 -0.017 -0.045 -0.048
H -8.0124 0.7863 -4.0630 0.010 0.039 -0.008
H -7.6373 1.2922 -5.7256 0.011 -0.012 -0.007
H -5.5221 1.2862 -4.5449 -0.027 -0.002 0.024
H -5.5203 -0.1712 -5.5655 0.014 0.026 -0.005
Br -3.1485 -7.5253 -5.6151 -0.009 0.056 0.084
C -1.6503 -7.3132 -4.3947 -0.079 -0.035 -0.011
C -1.3034 -5.8641 -4.1641 0.039 -0.053 -0.012
Br -0.4459 -5.0825 -5.7175 0.028 0.069 -0.017
H -0.8225 -7.8580 -4.8374 0.027 -0.003 0.050
H -1.9432 -7.7898 -3.4608 -0.016 0.031 -0.014
H -0.5977 -5.7742 -3.3400 -0.008 0.005 -0.025
H -2.1851 -5.2595 -3.9623 -0.005 -0.037 0.032
```
Positions in Å, forces in eV/Å.

Properties
HOMO-LUMO gap = 9.25 eV
Net charge = +1



2.
Below is a cluster of 3 separate species, C3H11NO4 in total, with properties calculated with wB97M-V/def2-TZVPD.

```
19
Properties=species:S:1:pos:R:3:forces:R:3
N -0.9288 0.4876 -0.4308 0.652 0.794 -0.515
C -0.0207 0.0911 0.5424 -3.113 -1.682 -0.856
O -0.2623 -1.0164 1.0086 0.948 0.184 0.527
C 1.0806 0.9193 1.0619 2.589 1.052 0.416
C 1.2378 2.3587 0.5785 -0.534 -0.090 -0.674
O -0.0381 3.0208 0.5933 0.709 0.113 -0.158
H -1.7161 -0.0897 -0.6839 0.365 -0.545 0.692
H -0.9432 1.2789 -1.0536 0.681 0.483 0.717
H 1.1282 0.9474 2.1606 -0.795 -0.388 -0.223
H 2.0561 0.4214 0.8480 -0.703 -0.036 -0.133
H 1.9227 2.9306 1.2139 0.174 -0.329 -0.110
H 1.6526 2.3582 -0.4510 -0.514 0.281 0.452
H -0.1743 3.2304 1.5196 -0.399 0.164 0.054
O 1.0850 -6.5221 0.8497 0.235 -0.486 0.387
H 0.7914 -7.1197 0.1495 -0.028 0.665 0.032
H 0.9309 -5.6022 0.6243 -0.212 -0.165 -0.409
O -2.8775 0.6800 -2.5691 0.299 -0.208 -0.163
H -2.1886 0.1122 -2.9396 -0.195 -0.054 0.017
H -2.7357 1.5135 -3.0225 -0.159 0.247 -0.051
```
Positions in Å, forces in eV/Å.

Properties
Relative energy (zero: lowest compared OMol25 entry of this formula, charge and spin) = 1.895 eV
HOMO-LUMO gap = 10.13 eV
Net charge = 0



3.
Below is a cluster of 10 separate species, C23H68NO19 in total, with properties calculated with wB97M-V/def2-TZVPD.

```
111
Properties=species:S:1:pos:R:3:forces:R:3
C 35.9870 36.9490 1.8040 0.183 0.689 -1.446
N 35.1820 37.6530 2.9520 3.601 1.386 1.698
C 36.0480 37.2900 4.2200 -2.712 -2.878 0.613
C 35.2440 39.1310 2.7310 0.587 2.324 -0.683
C 33.7720 37.2050 3.1420 1.012 -3.426 -5.117
C 32.9200 37.3920 1.8050 -1.763 2.487 5.066
O 31.6770 36.9340 2.2470 -2.009 -0.457 0.140
H 35.4990 37.0700 0.8260 -0.341 0.601 0.498
H 35.7440 35.9650 2.0530 0.448 -1.995 0.211
H 37.1390 37.1340 1.4930 -2.707 0.179 2.042
H 35.9480 36.1630 4.2690 0.937 1.069 -0.527
H 35.6990 37.4460 5.2630 -0.907 1.152 -1.053
H 37.0100 37.6880 4.1990 1.603 0.473 -0.724
H 34.7850 39.3310 1.6780 0.465 0.077 2.293
H 36.2800 39.5680 2.7370 -0.337 -1.453 -0.715
H 34.9600 39.7980 3.6160 -1.129 -1.411 -1.164
H 33.3450 37.6010 3.9740 -1.094 1.905 2.174
H 33.7140 36.0910 3.3080 0.762 0.946 -0.140
H 33.1510 36.9590 0.9220 1.623 -1.783 -2.504
H 32.7410 38.4350 1.6550 0.717 1.023 -0.546
H 30.9190 37.6000 2.1430 1.207 -1.083 -0.029
C 31.9980 34.9580 5.2390 0.829 -3.374 2.125
C 32.1840 35.8110 6.4180 0.852 3.927 3.108
O 33.3910 36.7770 6.4470 -2.232 -1.204 -0.770
O 30.8940 34.1710 5.6640 -1.825 0.034 -0.856
H 32.6910 34.1240 5.0550 1.335 0.839 0.348
H 31.9600 35.4130 4.3170 -1.382 1.380 -1.895
H 32.3630 35.2760 7.3870 -0.404 -0.264 -1.019
H 31.1980 36.4450 6.6600 2.291 -1.176 -0.965
H 34.1050 36.1350 6.4000 0.498 -0.082 -0.095
H 31.1190 33.8360 6.5380 -0.082 -0.102 -0.127
C 40.2850 39.4880 7.4230 -0.579 2.791 1.547
C 39.4340 39.7570 6.2390 -0.294 1.022 -1.163
O 38.2410 39.0410 6.2550 -1.038 -0.940 -0.292
O 41.2840 40.5570 7.4830 0.925 -3.889 -0.070
H 40.8010 38.5930 7.2320 0.642 -1.359 0.840
H 39.5580 39.5940 8.3740 1.841 -0.942 -1.790
H 39.9170 39.6420 5.2450 -0.028 -0.476 0.755
H 39.1940 40.8040 6.2630 -0.168 0.960 -0.021
H 37.6850 39.3830 6.9660 0.101 -0.077 -0.111
H 40.7960 41.3240 7.5260 -1.470 2.926 0.233
C 34.9470 32.8210 1.3730 0.118 6.670 -3.250
C 34.6820 33.0860 -0.1940 -1.127 -6.567 3.021
O 35.5400 32.2260 -0.9290 1.943 1.652 -0.563
O 34.0780 33.6200 2.2050 10.432 1.983 1.259
H 36.0350 33.0690 1.4950 -1.026 0.425 0.475
H 34.8510 31.9340 1.7070 -0.764 -6.797 1.408
H 34.9290 34.0140 -0.3560 0.641 5.303 -1.035
H 33.6530 32.7810 -0.4390 0.248 0.588 0.005
H 36.3400 32.8090 -1.1420 -1.518 -1.680 0.229
H 33.2400 33.5530 2.1270 -8.926 -1.443 -1.501
C 35.4830 33.4740 6.7080 1.581 -3.492 1.649
C 36.1870 32.8020 5.4740 -0.532 -0.493 0.196
O 36.0630 31.4100 5.3600 -3.013 1.729 7.880
O 35.5870 34.8620 6.5620 -1.341 1.803 3.972
H 36.2760 33.2420 7.4850 -1.292 -0.236 -0.173
H 34.4620 33.0120 7.1440 1.968 1.181 -1.630
H 37.2490 32.9410 5.5400 0.550 1.103 0.192
H 35.7960 33.2020 4.5850 -0.485 1.199 -1.322
H 36.2900 31.0830 4.5980 2.026 -2.339 -6.676
H 35.4900 35.1420 7.6050 0.538 -0.396 -4.029
C 29.3440 38.9370 4.3060 2.082 0.757 3.378
C 29.1920 39.4050 2.9170 2.397 1.466 1.027
O 29.4750 38.4060 2.0170 -1.915 -2.137 -1.834
O 28.7790 39.8520 5.3110 -5.922 -6.738 -3.742
H 30.4120 38.9570 4.5070 0.496 -0.206 0.108
H 29.1090 37.8960 4.5550 -0.896 0.309 -0.418
H 29.8660 40.3100 2.7660 -0.733 -1.155 -0.104
H 28.2390 39.7120 2.8700 -3.644 1.444 -0.867
H 28.6040 37.8950 1.8540 2.332 1.022 0.258
H 29.3450 40.4360 5.5670 5.823 5.482 2.232
C 38.0090 42.0900 3.3560 -4.442 0.216 0.602
C 37.4000 43.2410 4.2930 1.208 -0.837 0.484
O 36.1760 42.7860 4.9540 7.626 -0.391 3.638
O 38.9950 42.6190 2.5520 2.836 -0.413 -0.505
H 37.1520 41.9110 2.6390 0.405 -0.315 0.684
H 37.9940 41.1650 4.0220 1.358 0.841 -0.989
H 37.3630 44.1920 3.6940 -0.547 -0.865 0.617
H 38.1620 43.4000 5.1090 -0.911 0.047 -0.672
H 35.4930 42.8960 4.4380 -5.759 1.083 -4.684
H 39.8010 42.0840 2.3100 -1.564 0.524 0.912
C 34.9880 40.3370 -1.6490 1.643 4.015 2.349
C 34.2040 41.2820 -0.6970 -3.070 -1.719 -3.216
O 33.0890 40.6520 -0.0670 9.507 -4.206 5.417
O 36.1330 41.0150 -2.1770 -4.403 -3.121 -5.236
H 34.3910 40.2790 -2.4050 -3.489 -0.986 -4.905
H 35.1530 39.3950 -1.2910 0.832 -2.452 1.439
H 33.6510 42.0360 -1.2910 1.637 0.439 0.151
H 34.8780 41.5630 -0.0140 2.103 1.947 2.923
H 32.3870 40.9080 -0.4260 -9.165 3.274 -4.696
H 36.5950 41.3140 -1.5200 4.452 2.790 5.889
C 32.9470 42.1020 3.7310 -1.313 0.281 -1.190
C 33.0170 41.9470 5.2120 4.767 -1.431 1.443
O 32.1270 41.0130 5.7080 -2.702 -0.614 1.000
O 33.9850 42.9400 3.3020 1.107 1.478 -0.934
H 31.9920 42.5810 3.6300 -0.825 0.414 -0.760
H 32.9520 41.2350 3.0670 -0.139 -0.585 0.688
H 33.1490 42.9860 5.6480 -0.881 -1.151 -0.035
H 33.9610 41.3630 5.4740 0.074 1.627 -0.623
H 32.3670 40.6210 6.5840 0.028 0.935 -1.294
H 33.8760 43.4260 2.4380 -0.433 -1.106 1.531
C 39.3980 38.6670 2.3500 0.575 0.087 0.420
C 40.3910 37.9920 1.4840 -0.848 -0.937 0.754
O 41.2150 37.1790 2.2780 1.459 1.885 -0.157
O 38.4000 39.1820 1.5680 -1.363 2.652 -2.946
H 39.7640 39.4510 2.9920 0.806 0.347 0.414
H 39.0300 37.8990 3.0080 -0.693 -0.262 0.303
H 40.7540 38.6520 0.7440 1.796 1.134 -0.469
H 39.8750 37.3430 0.8650 -1.524 -1.596 -1.120
H 41.7450 37.9180 2.6280 0.708 -1.235 0.705
H 38.7590 39.8860 0.8950 -0.852 -2.057 2.058
```
Positions in Å, forces in eV/Å.

Properties
Relative energy (zero: lowest compared OMol25 entry of this formula, charge and spin) = 0.010 eV
HOMO-LUMO gap = 9.91 eV
Net charge = +1



Taking the records one at a time from the top gives HOMO level values of -11.60 -9.64 -12.07 eV.
Taking the records one at a time from the top gives molecular weight values of 1862.0 125.1 662.8 g/mol.
Taking the records one at a time from the top gives E_LUMO values of -0.0864 0.0182 -0.0793 Ha.